No. 1
This record from OMol25 describes a structure of composition C7H19ClNO3 in a non-equilibrium geometry. The level of theory is ωB97M-V with the def2-TZVPD basis set.

Geometry (Å):
Cl 1.09295 6.76390 -9.93076
C -0.19021 4.91306 -12.84902
O -0.70384 4.81966 -11.53909
C -1.93662 5.45909 -11.32909
C -2.80925 5.07893 -10.17039
N -2.02378 5.16376 -8.91497
C -1.82721 6.58840 -8.60073
C -1.12484 6.68984 -7.24311
O 0.13869 6.15278 -7.30044
C 0.88008 6.36643 -6.07396
H -0.90081 4.54937 -13.59124
H 0.68758 4.29506 -12.66018
H 0.24887 5.88065 -13.09207
H -2.51565 5.27189 -12.23340
H -1.84497 6.54500 -11.35101
H -3.28438 4.13212 -10.42709
H -3.65035 5.76709 -10.08617
H -2.75393 4.83278 -8.30061
H -2.66793 7.26342 -8.44062
H -1.11577 6.92904 -9.35300
H -1.62597 6.11592 -6.46363
H -1.05691 7.73506 -6.94146
H 0.31902 6.16200 -5.16209
H 1.04058 7.44333 -6.02268
H 1.81226 5.83352 -5.88651
C 3.20749 7.60701 -7.59096
O 3.15126 7.85084 -9.01745
H 3.10284 6.52717 -7.48571
H 4.15588 7.99754 -7.22199
H 2.33414 8.10465 -7.16940
H 2.30628 7.54239 -9.35282

total charge: -1
orbital gap: 7.3 eV


No. 2
This record from OMol25 describes an isolated molecule of C3H6O2 in a non-equilibrium geometry. The level of theory is ωB97M-V with the def2-TZVPD basis set.

Geometry (Å):
C -0.67401 1.33952 -0.04430
C -0.56888 -0.16060 0.01087
C 1.78602 -0.00093 0.10703
H -1.94291 1.63000 -0.04468
H -0.00635 1.88906 0.78796
H -0.23922 1.73577 -0.85703
H 1.73700 1.05355 -0.53881
H 1.79936 0.44896 1.12070
H 2.56723 -0.60399 -0.09285
O -1.50431 -0.91261 0.11375
O 0.60757 -0.74005 -0.21586

orbital gap: 11.1 eV
ΔE to the lowest compared entry with this formula, charge and spin: 209.0 kJ/mol


No. 3
This record from OMol25 describes a structure of composition C36H47MgN5P2 in a non-equilibrium geometry. The level of theory is ωB97M-V with the def2-TZVPD basis set.

Geometry (Å):
Mg 0.31001 -1.72777 -3.36461
C -0.79399 3.91965 -0.83180
C -1.21085 2.88370 -1.55317
C -1.32867 2.80080 -3.04182
C -0.07546 2.31697 -3.75249
C 1.04547 3.31906 -3.78527
C 0.86575 4.65364 -3.72338
C 0.04223 5.43882 -2.73821
C 0.17615 4.95242 -1.28640
C 0.65156 -3.56671 -2.40727
H -1.15263 4.03512 0.19620
H -1.54803 1.97591 -1.07370
H -1.57353 3.77611 -3.44729
H -2.15416 2.10350 -3.24188
H 0.26103 1.37264 -3.27773
H -0.35244 2.09559 -4.80444
H 2.01512 2.91966 -4.11318
H 1.29176 5.30653 -4.50015
H -1.00168 5.49518 -3.06814
H 0.45215 6.46247 -2.77570
H 1.20552 4.57518 -1.14772
H 0.04380 5.82556 -0.63284
H 0.74932 -3.39472 -1.33308
H 1.62889 -3.78315 -2.85369
H -0.06211 -4.37723 -2.57485
P 1.80950 -1.47629 -5.36063
P -2.15276 -0.74432 -5.28329
N 3.03748 -0.23998 -5.78338
N 2.32430 -2.64796 -6.61512
N -2.27969 0.94441 -6.05622
N -3.56681 -1.24293 -6.33236
C 0.46869 -0.65480 -6.27458
C -0.84310 -1.45662 -6.35915
C 4.24625 -0.03501 -5.11244
C 5.02840 0.84156 -5.86328
C 4.28564 1.16846 -7.03916
C 3.08280 0.49344 -6.97151
C 2.63241 -3.99311 -6.38866
C 3.01783 -4.58077 -7.59085
C 2.95424 -3.56161 -8.59363
C 2.52998 -2.39247 -7.97396
C -3.02086 1.93334 -5.39896
C -2.90099 3.12600 -6.10220
C -2.09230 2.87916 -7.24828
C -1.75929 1.52770 -7.22732
C -3.94010 -0.70477 -7.57370
C -4.94052 -1.48257 -8.13522
C -5.18215 -2.56878 -7.23916
C -4.32941 -2.40761 -6.15331
H 0.80128 -0.48809 -7.30282
H 0.31773 0.33779 -5.81127
H -1.19712 -1.49950 -7.40053
H -0.73432 -2.49908 -5.99526
H 4.41990 -0.53151 -4.17137
H 6.00967 1.20072 -5.60894
H 4.57486 1.81101 -7.85274
H 2.28130 0.49484 -7.69503
H 2.53559 -4.39961 -5.39503
H 3.29960 -5.61407 -7.74573
H 3.18058 -3.65806 -9.64239
H 2.36455 -1.41584 -8.39756
H -3.58941 1.67503 -4.50884
H -3.35988 4.05373 -5.82263
H -1.78852 3.60755 -7.99219
H -1.31761 0.93828 -8.01297
H -3.49968 0.19855 -7.95646
H -5.41083 -1.27855 -9.08052
H -5.88436 -3.37053 -7.38821
H -4.18992 -2.99728 -5.26178
C -2.49722 -1.15150 2.69574
N -1.86187 -0.44166 1.62512
C -2.40731 0.85969 1.39555
C -1.21777 -1.18942 0.55074
C -0.00354 -0.48068 -0.01193
C 0.72196 0.31000 0.90560
C 1.84101 1.02691 0.49963
C 2.28976 0.90036 -0.81668
C 1.59601 0.07364 -1.73898
C 0.44682 -0.57506 -1.32193
H -3.58114 -1.23938 2.53724
H -2.36485 -0.59888 3.63404
H -2.06187 -2.14522 2.80755
H -1.89180 1.60159 2.02371
H -2.32517 1.17712 0.35428
H -3.46260 0.87327 1.70628
H -0.91633 -2.14724 1.01737
H -1.93638 -1.44531 -0.25769
H 0.36016 0.34198 1.93268
H 2.35770 1.67485 1.21254
H 3.18642 1.40513 -1.17370
H 2.03326 -0.03562 -2.75270

orbital gap: 6.0 eV
ΔE to the lowest compared entry with this formula, charge and spin: 170.5 kJ/mol


No. 4
This record from OMol25 describes a structure of composition C39H43ClP2RuSi2 in a non-equilibrium geometry. The level of theory is ωB97M-V with the def2-TZVPD basis set.

Geometry (Å):
C -2.51713 -1.04349 3.27682
C -3.14577 -0.64967 2.02402
C -3.08162 -1.76944 1.13808
H -3.63741 0.29726 1.83239
C -2.36766 -2.82510 1.78085
C -2.03938 -2.39785 3.11263
H -1.60361 -3.00741 3.89390
H -2.52806 -0.48698 4.20466
H -3.51138 -1.80331 0.14504
H -2.12188 -3.79236 1.35759
Ru -0.92747 -0.90572 1.90676
Si 2.24252 1.41902 -1.18363
C 1.05282 2.84602 -1.48777
C 1.37340 3.84389 -2.41950
H 2.31539 3.78684 -2.96991
C 0.50153 4.91094 -2.66210
H 0.76672 5.66493 -3.40674
C -0.70378 5.01574 -1.96405
H -1.39049 5.84002 -2.16241
C -1.02605 4.04472 -1.01201
H -1.96271 4.10439 -0.45448
C -0.14507 2.98829 -0.76018
H -0.41049 2.27557 0.02462
C 1.13555 -0.18130 -1.12119
C -0.31656 -0.26504 -0.91055
H -0.94134 0.62134 -0.83075
C -0.98705 -1.56387 -1.09841
H -2.07284 -1.60434 -1.18282
C -0.22421 -2.75465 -0.83503
H -0.73689 -3.71124 -0.70378
C 1.14986 -2.63244 -0.76274
H 1.74314 -3.50660 -0.48000
C 1.81628 -1.42212 -1.00124
H 2.90886 -1.42296 -1.04284
H 0.17826 0.21038 1.35852
Si -0.12170 -1.05703 -2.62259
C 0.34192 -2.32195 -3.96474
C -0.56487 -2.44971 -5.03075
H -1.46969 -1.83557 -5.04401
C -0.30885 -3.32760 -6.08810
H -1.01266 -3.39923 -6.91626
C 0.85371 -4.10677 -6.08441
H 1.05861 -4.79104 -6.90853
C 1.75625 -3.99235 -5.02371
H 2.66094 -4.60217 -5.00434
C 1.51175 -3.09212 -3.97912
H 2.24303 -2.98851 -3.17952
C -0.60544 0.42580 -3.73270
C -1.84005 1.05888 -3.58659
H -2.58892 0.65170 -2.90269
C -2.11349 2.22111 -4.31858
H -3.07248 2.72447 -4.19521
C -1.15898 2.75697 -5.18778
H -1.36907 3.67511 -5.74196
C 0.08305 2.13063 -5.31504
H 0.85975 2.56980 -5.94243
C 0.34518 0.95173 -4.61314
H 1.31007 0.45386 -4.73565
H 3.12274 1.81597 -0.11525
Cl 3.43534 1.15756 -2.84211
C 2.47813 -1.05761 2.57073
P 0.86088 -1.52074 3.24734
C 1.03346 -3.23499 3.74733
C 0.70369 -0.53625 4.80377
C 1.25163 -0.92076 6.02629
C 1.10746 -0.08266 7.13911
C 0.41470 1.12428 7.02665
C -0.12828 1.51749 5.79685
C 0.02721 0.68944 4.68792
P -0.45459 1.19961 2.97802
C -1.90203 2.25086 3.15625
C 0.90736 2.34107 2.58112
H 2.39996 -0.95617 1.48035
H 3.18463 -1.86299 2.81106
H 2.83797 -0.11944 3.01087
H 2.08644 -3.44071 3.98227
H 0.41082 -3.44239 4.62512
H 0.71536 -3.87214 2.91255
H 1.79340 -1.86318 6.11192
H 1.54206 -0.37681 8.09457
H 0.29855 1.77443 7.89356
H -0.66152 2.46461 5.70266
H -1.62011 3.17844 3.67217
H -2.28140 2.49392 2.15425
H -2.68586 1.73742 3.72527
H 0.71998 3.27946 3.12095
H 1.86983 1.92830 2.90607
H 0.94867 2.55449 1.50645

⟨S²⟩: 8.78
total charge: +1
2S+1: 6
orbital gap (alpha / beta): 6.0 / 7.0 eV
ΔE to the lowest compared entry with this formula, charge and spin: 0.0 kJ/mol


No. 5
This record from OMol25 describes a cluster of 2 separate species, C2HN2OS in total in a non-equilibrium geometry. The level of theory is ωB97M-V with the def2-TZVPD basis set.

Geometry (Å):
C -1.04912 -0.48295 -0.59277
C 0.08941 -0.95611 -0.16701
N 0.80725 1.75916 0.92504
N 1.90351 1.67943 0.79124
O -1.91010 -0.70327 -1.44180
S 1.12932 -1.79315 0.68073
H -0.97027 0.49688 -0.19543

total charge: -1
orbital gap: 5.8 eV
ΔE to the lowest compared entry with this formula, charge and spin: 188.0 kJ/mol


No. 6
This record from OMol25 describes a cluster of 2 separate species, C24H40NO5S2 in total in a non-equilibrium geometry. The level of theory is ωB97M-V with the def2-TZVPD basis set.

Geometry (Å):
C 0.87224 -3.58059 1.02206
C 1.85534 -3.38680 2.29327
C 2.39966 -1.86429 2.16740
N 1.35064 -0.99961 2.77432
C 1.34572 0.36185 2.26172
C 0.31677 1.23519 2.70537
C -0.78052 0.78528 3.75823
C -1.92722 -0.03563 3.01130
C -2.35743 0.79606 1.71637
C -3.86475 0.49424 1.23364
C -3.93649 0.60022 -0.35331
C -3.13003 -0.52439 -1.14284
C -3.55090 -2.02309 -0.76563
C -2.30068 -2.90231 -0.29882
C -2.12060 -4.28927 -1.07544
O -0.90575 -4.34572 -1.85444
C -0.96552 -3.40385 -2.95130
C 0.28663 2.71573 2.10107
O -0.04778 3.71495 2.74664
C 0.72326 2.80363 0.56296
S -0.06434 3.90831 -0.67349
C 1.74890 1.95306 0.13367
C 2.32523 1.82126 -1.32348
C 1.85349 0.36391 -1.85319
C 2.41995 0.04312 -3.32169
S 4.08811 -0.77740 -3.08887
C 2.37194 0.97751 1.24110
O 3.59714 0.81030 1.24255
H 0.50676 -4.64269 0.90279
H 1.41135 -3.22024 0.07724
H 0.02305 -2.82665 1.17145
H 2.73002 -4.09728 2.10095
H 1.33342 -3.56952 3.27890
H 2.56719 -1.69964 1.06296
H 3.33098 -1.77688 2.80627
H 1.34116 -1.03600 3.79654
H -1.15858 1.68848 4.34053
H -0.27975 0.11190 4.54119
H -2.78341 -0.26874 3.71987
H -1.46214 -1.02653 2.67234
H -1.59724 0.63383 0.87753
H -2.32539 1.90926 1.97260
H -4.52451 1.31742 1.68278
H -4.24340 -0.48825 1.66008
H -5.02534 0.57832 -0.70433
H -3.52643 1.60943 -0.67945
H -3.36263 -0.39228 -2.25805
H -2.02113 -0.31511 -1.03301
H -4.11129 -2.56538 -1.59123
H -4.27065 -1.97266 0.12540
H -2.31937 -3.07684 0.83338
H -1.35521 -2.29495 -0.49428
H -3.03220 -4.43560 -1.74289
H -2.04381 -5.11793 -0.29154
H -0.07430 -3.58211 -3.62319
H -1.93722 -3.61755 -3.51032
H -0.96206 -2.31260 -2.59900
H 0.39986 5.19973 -0.43157
H 1.92571 2.57211 -2.06614
H 3.46809 1.77171 -1.32759
H 2.17700 -0.45681 -1.11873
H 0.70898 0.29544 -1.89566
H 1.69804 -0.61415 -3.91142
H 2.55220 1.06123 -3.82897
H 3.94839 -1.46933 -1.88350
C 2.61595 6.66606 -2.03409
C 3.42816 5.38833 -2.25406
O 4.61405 5.42681 -1.85393
O 2.80255 4.45027 -2.81386
H 3.21481 7.43821 -1.54635
H 2.26660 7.05370 -2.99470
H 1.74873 6.45177 -1.40407

total charge: -1
orbital gap: 5.8 eV


No. 7
This record from OMol25 describes an isolated molecule of C4H8O2. The level of theory is ωB97M-V with the def2-TZVPD basis set.

Geometry (Å):
O -0.33886 2.27364 -0.55042
C -0.45256 0.93338 -0.97951
C -0.74106 0.00048 0.17203
C -0.30047 -1.43748 0.06985
C 0.42146 -0.49123 0.98181
O 1.68384 0.00211 0.62751
H 0.39209 2.29228 0.08190
H 0.46008 0.60161 -1.49558
H -1.27225 0.91035 -1.70405
H -1.65985 0.21650 0.71259
H 0.20459 -1.72792 -0.84972
H -0.91864 -2.21471 0.50983
H 0.28043 -0.61861 2.05524
H 2.24120 -0.74039 0.36852

orbital gap: 11.0 eV
ΔE to the lowest compared entry with this formula, charge and spin: 180.7 kJ/mol


No. 8
This record from OMol25 describes an isolated molecule of C6H7N in a non-equilibrium geometry. The level of theory is ωB97M-V with the def2-TZVPD basis set.

Geometry (Å):
N -0.79079 3.11497 -0.57601
C -0.51501 2.08806 -0.11927
C -0.18372 0.76500 0.41122
C 1.21319 0.24536 -0.04982
C 0.96318 -1.22356 -0.26416
C -0.31212 -1.54466 -0.07088
C -1.19600 -0.32514 -0.02037
H -0.19428 0.82256 1.50574
H 1.61063 0.79261 -0.91140
H 1.94445 0.34660 0.75943
H 1.76493 -1.92910 -0.45823
H -0.67258 -2.54698 0.10537
H -1.58996 -0.10893 -1.02358
H -2.05782 -0.40537 0.64799

orbital gap: 10.6 eV
ΔE to the lowest compared entry with this formula, charge and spin: 95.9 kJ/mol


No. 9
This record from OMol25 describes a cluster of 2 separate species, C5H8N2 in total in a non-equilibrium geometry. The level of theory is ωB97M-V with the def2-TZVPD basis set.

Geometry (Å):
C -1.45371 -1.08420 0.70051
C -1.04682 0.31417 0.52813
C -1.20354 1.59772 -0.11272
N -0.30078 1.18435 1.03315
C 2.38115 -0.03562 0.23280
C 1.70918 -0.56052 -0.75919
N 1.10062 -1.09257 -1.69225
H -2.51787 -1.15590 0.93615
H -0.89559 -1.56663 1.50340
H -1.27197 -1.58738 -0.24685
H 0.85747 -0.39810 -2.40893
H -0.70011 1.82829 -1.05109
H -2.06924 2.20121 0.15388
H 3.42198 -0.30910 0.21204
H 1.98923 0.66430 0.97099

orbital gap: 10.1 eV
ΔE to the lowest compared entry with this formula, charge and spin: 341.3 kJ/mol


No. 10
This record from OMol25 describes a structure of composition C22H24Br5NO3SbSiW in a non-equilibrium geometry. The level of theory is ωB97M-V with the def2-TZVPD basis set.

Geometry (Å):
W 0.08651 0.36764 -0.06888
Br 5.56883 0.89284 3.97837
C 3.83479 0.84556 3.33143
C 2.74169 0.73837 4.23764
Br 3.04304 0.62051 6.06610
C 1.43226 0.72472 3.76819
Br -0.07709 0.59163 4.85559
C 1.25498 0.82269 2.39569
O 0.03664 0.75456 1.74450
C 2.31915 0.90117 1.50034
O 1.90245 0.95889 0.22666
C 3.62865 0.92064 1.95192
Br 4.99523 1.07207 0.69154
O -0.11155 3.20033 -5.55593
C -0.15662 2.50356 -4.44876
C -0.34528 1.10731 -4.40144
C -0.35373 0.48993 -3.18603
N -0.18270 1.17608 -2.01673
C -0.04764 2.52453 -2.08788
Br 0.03198 3.34393 -0.41318
C -0.01816 3.23149 -3.25167
H -0.21909 2.66394 -6.35892
H -0.47600 0.52393 -5.30349
H -0.49217 -0.58114 -3.11309
H 0.09812 4.30642 -3.27169
C -0.86310 -2.28169 2.37338
Si -0.63886 -1.98794 0.57307
C -1.74782 -2.92735 -0.56401
C 1.17767 -1.95703 0.14790
C 2.10086 -2.56733 1.03632
C 3.40618 -2.74575 0.62760
C 3.86210 -2.22699 -0.59331
C 3.01473 -1.51362 -1.42859
C 1.69302 -1.42224 -1.02816
H -0.83421 -3.36559 2.53408
H -1.82098 -1.92562 2.74213
H -0.07585 -1.82128 2.97031
H -1.43233 -3.97562 -0.51168
H -1.69853 -2.62533 -1.61049
H -2.78611 -2.88028 -0.23208
H 1.78225 -2.97091 1.98838
H 4.09363 -3.29385 1.25918
H 4.90186 -2.35894 -0.86562
H 3.37552 -1.04105 -2.33070
H 1.04835 -0.87741 -1.72957
C -3.32259 2.80094 0.23029
Sb -2.71336 0.79766 0.13634
C -3.50485 0.00597 1.91364
C -3.88711 -0.04334 -1.39396
H -4.40745 2.76381 0.32796
H -3.05422 3.35222 -0.66630
H -2.89117 3.27664 1.10771
H -4.49161 0.44387 2.05837
H -2.85935 0.26496 2.75090
H -3.60442 -1.07304 1.82863
H -4.87782 0.39529 -1.27715
H -3.93959 -1.12019 -1.26439
H -3.49914 0.19939 -2.38051

total charge: +3
orbital gap (alpha / beta): 4.7 / 4.8 eV
ΔE to the lowest compared entry with this formula, charge and spin: 128.0 kJ/mol


No. 11
This record from OMol25 describes an isolated molecule of C7H14 in a non-equilibrium geometry. The level of theory is ωB97M-V with the def2-TZVPD basis set.

Geometry (Å):
C 1.61692 -0.70832 -2.79162
C 0.93885 -0.35784 -1.44343
C -0.30971 0.49197 -1.42477
C -0.56299 1.18449 -0.06028
C -0.80975 -0.65629 3.33523
C -1.18971 0.34804 2.26710
C -0.75506 0.17799 1.01754
H 0.89342 -1.30602 -3.33202
H 2.53739 -1.24505 -2.59138
H 1.79567 0.22046 -3.32999
H 1.69347 0.17607 -0.85666
H 0.84743 -1.33020 -0.95080
H -0.12570 1.27638 -2.17110
H -1.29546 0.08677 -1.66176
H -1.24745 2.01557 -0.28400
H 0.23208 1.91304 0.17663
H -1.69748 -1.08773 3.79605
H -0.27433 -1.48820 2.88116
H -0.13300 -0.17348 4.03597
H -1.55199 1.30410 2.62679
H -0.60260 -0.84174 0.76136

orbital gap: 10.1 eV
ΔE to the lowest compared entry with this formula, charge and spin: 153.1 kJ/mol


E_tot, respectively: -1018.68873 -268.32563 -2556.28142 -3328.29683 -659.74707 -2165.68267 -307.64360 -287.55071 -304.70552 -14599.07316 -275.05792 a.u..